C11H21OP | ωB97M-V/def2-TZVPD

XYZ file:
```
34
C11H21OP | OMol25 | ωB97M-V/def2-TZVPD
C 0.69142 1.73335 2.04248
H -2.65388 2.23107 2.23124
H 1.35192 2.91569 -0.48962
C 0.36868 1.36702 0.62760
H 2.50613 -2.87723 -1.70595
C -0.73693 0.67136 0.35229
H 2.36279 1.53476 -0.07544
H 1.75305 1.59277 2.23589
C 2.29673 -1.99194 -1.10962
C -1.17147 1.16114 -1.92540
H -1.48825 -0.26139 -3.42815
H 3.23785 -1.56264 -0.77929
H -2.57855 -0.76969 0.71807
C -1.37346 0.77531 -3.17609
H -0.44386 -3.25788 0.58594
H -0.48478 -2.30120 -0.89952
H 2.66959 -1.54201 1.53927
C 1.36456 1.82916 -0.39724
C 1.74067 -2.03084 1.29965
H 1.79375 -1.27210 -1.75066
H 1.17849 1.39225 -1.37456
C 1.41533 -2.33435 0.05432
H -1.05608 2.20373 -1.65030
H -1.43394 1.49386 -3.97129
C 0.11739 -2.98821 -0.30507
H -3.28556 1.75628 0.63854
P -1.86495 -0.00112 1.64296
H 0.11792 1.12032 2.73767
C -3.07694 1.41122 1.64895
H -3.99938 1.08471 2.12249
H 0.29194 -3.88320 -0.90089
O -1.15925 0.27282 -0.89976
H 0.45750 2.78137 2.23223
H 1.09157 -2.25436 2.12927
```

Relative energy (zero: lowest compared OMol25 entry of this formula, charge and spin) in kcal per mole: 0.0
SMILES string: C=COC(PC)=C(C)C.C=C(C)C
Total charge: 0
E_tot in eV: -23081.6755
HOMO in eV: -8.416
Molecular weight in g mol⁻¹: 200.3
E_LUMO in eV: 0.904
Gap between HOMO and LUMO in eV: 9.320

C9H14O | ωB97M-V/def2-TZVPD

XYZ file:
```
24
C9H14O | OMol25 | ωB97M-V/def2-TZVPD
C 2.39353 -1.48033 1.87006
H -2.10544 0.84794 -4.06685
C -1.13065 0.92150 1.71520
O -2.35286 1.36006 1.54198
H 0.46464 -0.99471 3.96391
C -0.05507 1.17584 0.82184
H 1.83152 0.67469 0.18679
H -1.70377 -0.30526 3.47267
C 0.29153 -0.57259 2.98552
H 3.01379 -1.47687 2.76664
C -1.61289 0.03960 -3.52759
H 0.34933 0.48184 -2.67906
H -1.93861 -0.97514 -3.75527
H 3.02148 -1.24056 1.01186
C -0.92638 0.03684 2.81663
H 2.12572 -2.53707 1.73493
H -2.41012 1.88472 0.71636
C 1.28655 -0.51120 1.96764
H -0.18580 1.89244 0.01049
H -1.85747 0.15783 -2.46449
C -0.06614 0.15927 -3.63069
C 1.07026 0.42041 0.90916
H 0.15638 0.85298 -4.44610
H 0.34044 -0.81221 -3.92164
```

Relative energy (zero: lowest compared OMol25 entry of this formula, charge and spin) in kcal per mole: 14.1
Spin multiplicity: 2
Total charge: +1
E_tot in eV: -11598.9578
HOMO (spin up / spin down) in eV: -14.041 / -14.489
<S²>: 0.769
Molecular weight in g mol⁻¹: 138.2
E_LUMO (spin up / spin down) in eV: -3.963 / -7.508
Gap between HOMO and LUMO (spin up / spin down) in eV: 10.078 / 6.980

C2H9N6 | ωB97M-V/def2-TZVPD

XYZ file:
```
17
C2H9N6 | OMol25 | ωB97M-V/def2-TZVPD
H 3.04315 0.30464 1.40950
H -1.84290 -2.83706 0.09293
H -1.87082 2.18790 -0.19211
C -1.47257 -0.84372 0.29150
N -0.89353 0.22405 -0.13709
H -0.66198 -2.20379 -1.06983
N 1.74671 -0.01391 0.20839
H 3.82167 -0.02607 0.02502
H 0.00735 0.73681 -1.95407
H -2.13372 -0.81599 1.03913
H -0.25284 2.16181 0.40582
N -1.24852 -2.05755 -0.23435
N 0.06493 0.05307 -1.19726
H -1.65436 1.56251 1.42938
C -1.09505 1.57065 0.40457
N 3.01610 -0.03277 0.52088
N 1.42639 0.02943 -1.04241
```

Relative energy (zero: lowest compared OMol25 entry of this formula, charge and spin) in kcal per mole: 40.8
SMILES string: CN(C=[NH2+])N/N=N/N
Total charge: +1
E_tot in eV: -11150.3299
HOMO in eV: -12.593
Molecular weight in g mol⁻¹: 117.1
E_LUMO in eV: -3.345
Gap between HOMO and LUMO in eV: 9.247

C39H41Cl3N6O3P2PtS | ωB97M-V/def2-TZVPD

XYZ file:
```
96
C39H41Cl3N6O3P2PtS | OMol25 | ωB97M-V/def2-TZVPD
C -1.16982 -2.53326 -1.55957
H 1.59423 3.20608 -0.18441
C -2.77023 2.78466 1.71121
H 5.63478 3.61925 1.26482
H -4.60223 -0.73254 -2.58256
C 1.98195 -1.21628 -1.80949
C -1.61269 0.45646 -5.23963
H -2.12486 2.69571 3.83054
C 2.57153 2.51464 2.07960
P -0.79684 2.09100 -1.66120
C -0.90172 1.63879 2.28402
C -2.14980 2.14148 0.56264
P 1.26368 0.03132 1.77894
C -1.39466 -3.69792 -2.48942
H 2.73569 -0.41065 4.22909
H 0.21393 -4.31875 3.74792
C -1.97260 2.44449 2.78124
H -3.64068 -3.67460 -4.93253
O 1.01662 -0.34075 -1.81006
C 2.29727 -1.94473 -3.18265
S -2.37993 -1.07705 1.51729
H -2.97926 2.98103 -1.24886
C 4.78700 2.95501 1.31230
H -0.56567 -3.74771 -3.18834
H 2.67930 -4.64180 1.71430
C 2.07058 -1.41079 2.48225
H 2.30473 5.43775 0.21991
H 0.65080 1.44403 3.76415
C 3.86813 0.78072 0.98830
C 3.27996 -3.68014 3.51301
Cl 2.64447 -3.65807 -2.88247
N -2.67496 -1.59332 4.02396
H -1.01205 -3.73536 4.84888
H -3.36558 -0.90177 3.87723
Cl 0.95309 -1.85063 -4.34983
H -2.99588 1.18031 -1.15325
Pt -0.30768 -0.33420 0.02740
C 0.70542 6.31577 -0.97777
C 3.63389 3.37899 1.97302
H 3.77396 -4.55642 3.86800
C -0.40786 6.10368 -1.79219
H 3.92068 -0.21248 0.52773
H -3.01779 -3.22729 5.36747
H -0.62082 -3.06767 2.03363
H -0.91029 6.95390 -2.24435
H -1.70092 -2.09742 5.84938
H -0.34331 -0.03225 3.45469
C 2.67364 1.21215 1.54369
N -2.10874 -1.56142 -1.73029
H 3.77145 -2.45888 5.21874
N -1.03125 1.50226 0.92931
H 5.85254 1.32770 0.38702
C -0.31938 -3.43740 4.09933
H 0.45830 -2.76194 4.47058
H -2.34484 -0.12077 -5.75966
H -1.48230 -4.59927 -1.86254
N -1.02338 -2.87820 2.94528
C 1.39678 5.27419 -0.37890
C 0.51535 1.63878 -5.35316
C -1.76183 0.79721 -3.89725
C -0.16058 3.74706 -1.38401
C 0.13751 0.83632 2.99877
N -2.60995 -3.25429 -3.13752
C -0.86632 4.81637 -1.96661
H -4.35983 -4.47475 -3.50580
H -2.85983 -5.03906 -4.19577
C -0.78241 1.64609 -3.34578
H -3.37240 -1.55740 5.95950
H -3.63696 3.41936 1.71298
H 1.37913 1.91157 -5.96518
C 2.67606 -3.72414 2.27005
H -2.63387 0.50997 -3.37942
H 1.50619 -2.61183 0.85265
C -2.45273 2.13044 -0.89362
Cl 3.78998 -1.21166 -3.85285
H -1.74652 4.59027 -2.55199
H 1.69164 2.82603 2.63936
H 1.00719 7.33898 -0.75645
C -0.47074 0.88453 -5.92618
C 0.36337 2.05996 -4.05672
O 2.65981 -1.53981 -0.86849
H 1.13816 2.64670 -3.53888
H -0.40395 0.59600 -6.96312
C 0.95262 3.97461 -0.58634
C -2.97666 -2.07691 -2.62010
C -2.69956 -2.17094 5.40631
C 2.70591 -1.37966 3.73345
H -4.79987 -2.09396 -3.54606
C 4.93731 1.64012 0.87369
C -3.40776 -4.13277 -3.98560
C 3.29862 -2.52236 4.24414
C -1.96431 -1.93524 2.96932
N -4.15233 -1.54284 -3.00834
O -0.23448 -2.47661 -0.74964
C 2.03929 -2.60830 1.78614
H 3.54836 4.38252 2.38165
```

Relative energy (zero: lowest compared OMol25 entry of this formula, charge and spin) in kcal per mole: 4.2
Spin multiplicity: 5
Total charge: +2
E_tot in eV: -126404.3744
HOMO (spin up / spin down) in eV: -12.092 / -13.475
<S²>: 6.030
Molecular weight in g mol⁻¹: 1037.2
E_LUMO (spin up / spin down) in eV: -4.064 / -7.305
Gap between HOMO and LUMO (spin up / spin down) in eV: 8.028 / 6.170

C5H5N4S | ωB97M-V/def2-TZVPD

XYZ file:
```
15
C5H5N4S | OMol25 | ωB97M-V/def2-TZVPD
N -1.47557 1.22378 -0.40338
C 1.70114 -0.25743 -0.84811
N -0.52800 0.46141 -0.68742
H 1.77314 -0.44352 -1.97281
N 2.44252 -0.11366 1.21311
C -2.71394 1.21599 -0.22890
C 2.77495 -0.43354 -0.03834
H -3.19200 2.13512 -0.50412
H -1.51118 -2.22783 0.09027
C 1.22899 0.32734 1.18778
N 0.65172 0.31874 -0.10852
H 0.62825 0.70040 1.96584
C -2.11766 -1.40623 0.14929
H 3.72760 -0.93461 -0.23316
S -3.38996 -0.56596 0.41849
```

Relative energy (zero: lowest compared OMol25 entry of this formula, charge and spin) in kcal per mole: 146.6
Total charge: +1
E_tot in eV: -22047.2184
HOMO in eV: -13.135
Molecular weight in g mol⁻¹: 153.2
E_LUMO in eV: -5.859
Gap between HOMO and LUMO in eV: 7.276

C38H35BN2O9P | ωB97M-V/def2-TZVPD

XYZ file:
```
86
C38H35BN2O9P | OMol25 | ωB97M-V/def2-TZVPD
H 3.25064 -2.27877 1.58101
H -1.15915 -2.87394 -1.39513
C -6.33420 -1.35973 -6.40772
O -1.82884 0.61309 2.38761
H -3.74948 -0.16536 -0.46612
H -2.64278 -2.05146 -4.59620
C -6.19663 0.86874 -5.29460
C -8.14814 0.21384 -6.68795
H 3.13529 0.68400 6.70734
H -3.07775 -2.52190 -0.44127
C 3.67528 2.00091 5.09551
C -4.15480 1.46575 -4.00578
H 4.91173 1.52230 8.22280
H -4.56999 2.45508 -3.83491
P 1.08523 -5.33853 2.35146
C 5.29531 5.04391 1.51686
N -1.20956 -2.11723 0.64302
C 5.52606 3.49634 5.52320
H 1.26917 0.99385 2.64307
H 4.63932 -5.48870 -0.05481
C -8.22828 -1.92824 -7.79600
H -2.35422 1.87699 -2.90539
H -1.50016 -0.32516 2.52116
N 1.53404 -3.10664 0.57377
C 0.44850 -4.07681 1.06605
C -4.31463 -0.73912 -4.98059
C -0.92384 -3.33186 1.47901
O 2.02720 0.28405 0.43372
O 3.54227 3.12459 2.54564
C -6.90519 -0.11498 -6.14140
H 7.92133 6.52524 3.95068
O -1.72085 1.51310 0.15080
H -8.73871 -2.63112 -8.44784
C -2.19154 0.63747 0.97170
C 4.54163 3.00947 4.66438
C -0.56965 -2.14586 -0.70356
O -4.55380 -2.83674 -6.00720
H -4.13172 -0.42691 1.33221
H 1.59079 -6.49322 1.62507
C -2.37102 -0.12357 -3.68630
O -6.70022 1.95272 -5.04966
H 3.00239 0.37751 0.30682
H 1.07785 -3.41696 -1.48175
H 1.79885 -2.56452 2.68039
C 6.17226 6.03332 1.08178
H 6.43145 3.32277 7.47635
H 4.56307 4.63303 0.82742
H -3.25818 -2.56272 1.42092
H -8.60284 1.17739 -6.47561
C 7.11008 6.57056 1.96160
H -1.40153 -0.37402 -3.26508
O 7.26250 5.03993 5.85360
C 4.80310 1.94328 7.22758
C 3.71238 -4.79666 -0.09746
C 3.80692 1.47038 6.37529
O 1.08879 0.00926 2.70424
C 2.08423 -2.19332 1.60848
C 7.18448 6.10588 3.27156
H 6.12316 6.38756 0.05640
C -8.80724 -0.69246 -7.51337
C 5.36253 4.57988 2.83237
C 2.66962 -4.03129 0.17171
H 7.78793 7.34904 1.62419
H 2.89992 1.62439 4.43447
B 1.72477 -0.61742 1.55179
H -0.80483 -3.01412 2.59671
H -1.77046 -4.13111 1.36418
C -3.28354 -0.49647 0.53104
C -6.99628 -2.26457 -7.24121
C 6.43089 4.58294 5.08779
H 2.18827 -4.84671 3.12854
H -6.55279 -3.23114 -7.46366
C 6.31745 5.10062 3.70603
C 1.01470 -2.53738 -0.70888
C -5.03279 -1.73121 -5.81156
H 0.19365 -4.71325 0.11766
C -2.90815 1.14056 -3.48022
H 1.68707 -1.71632 -1.19408
H -0.66705 -1.09827 -1.20198
C 5.65904 2.95742 6.80526
H -9.77155 -0.43344 -7.94052
C 4.41533 3.54161 3.29124
C -2.70812 -2.01744 0.54663
C -3.07038 -1.06572 -4.43491
C -4.86371 0.52263 -4.75336
O -0.06085 -5.78251 3.29476
```

Total charge: +1
E_tot in eV: -71336.2033
HOMO in eV: -11.218
Molecular weight in g mol⁻¹: 705.5
E_LUMO in eV: -3.377
Gap between HOMO and LUMO in eV: 7.840